(1)
A structure of composition C6H14ClCoI2NO3P in a non-equilibrium geometry, computed with wB97M-V/def2-TZVPD.

The geometry in XYZ format:
```
29
Properties=species:S:1:pos:R:3
H 2.0366 1.6175 -2.4841
Co 0.8046 -0.0166 0.0531
H -0.3266 1.2684 3.6620
H -0.1557 1.1479 5.3187
I -4.2299 1.2778 -1.0759
H 2.0531 -1.4939 -2.3629
H -1.8958 -0.8973 -2.7591
C 1.0392 -1.4190 -2.7733
H -1.9750 0.8682 -2.6993
H 0.4431 -2.2855 -2.4587
N 0.2850 0.9330 4.4259
H 0.4273 2.4174 -2.5262
H 0.9652 1.4384 -3.9407
C 1.0035 1.5366 -2.8460
Cl 2.9225 0.0412 -0.4132
P 0.2219 0.0637 -2.0981
H -0.3691 -1.0464 4.6606
C 0.7204 -0.7765 2.8061
O 0.5764 -1.9311 2.3700
O -1.8789 -0.2965 1.0446
I -4.3957 -1.3062 -1.1374
H 1.1980 1.3970 4.3867
H 1.0505 -1.3431 -3.8670
O 0.9650 0.3085 2.1455
C 0.5040 -0.5230 4.2891
H 1.3736 -0.8042 4.8897
C -0.8819 -0.2632 0.4503
H -1.1401 0.0677 -4.0711
C -1.3413 0.0191 -2.9891
```

Calculated values
HOMO energy (spin up / spin down): -12.35 / -14.65 eV
total charge: +2
ΔE to the lowest compared entry with this formula, charge and spin: 1.932 eV
HOMO-LUMO gap (spin up / spin down): 2.638 / 4.504 eV
multiplicity: 5

(2)
A structure of composition C6H14ClCoMgO in a non-equilibrium geometry, computed with wB97M-V/def2-TZVPD.

The geometry in XYZ format:
```
24
Properties=species:S:1:pos:R:3
H 1.5491 -0.2579 3.1026
H -2.6143 -1.1644 0.7596
H -2.8831 0.3608 1.7576
H -0.4798 -0.0054 -4.5728
Co -0.6441 0.5935 0.8813
C 2.4980 0.4940 -2.4708
H 3.3320 -0.1617 -2.1238
C 0.0596 1.2339 2.5944
Mg 0.7438 -0.7588 -2.2745
C -2.1578 -0.4670 1.5124
H -1.5953 0.5206 -3.2426
C -0.9114 -0.2800 -3.5919
H 2.4880 1.4407 -1.8870
H 0.7704 0.6053 4.5184
C 0.3263 -1.3866 -0.2626
C 0.5911 0.1524 3.5181
H -1.8884 -1.0134 2.4530
H -0.4666 -2.1647 -0.1422
H 2.6436 0.7205 -3.5447
H -0.1757 -0.6566 3.6104
Cl -0.8657 2.6156 -0.0291
O -0.0747 2.4372 2.7413
H 1.2163 -1.6192 0.3884
H -1.4614 -1.2389 -3.6957
```

Calculated values
HOMO energy (spin up / spin down): 0.50 / -0.76 eV
total charge: -2
HOMO-LUMO gap (spin up / spin down): 4.550 / 5.656 eV
multiplicity: 5

(3)
A structure of composition C6H14ClIO3OsP in a non-equilibrium geometry, computed with wB97M-V/def2-TZVPD.

The geometry in XYZ format:
```
27
Properties=species:S:1:pos:R:3
H 1.5489 -2.3641 -3.3300
H -1.9778 -2.5108 1.5315
O -0.3514 1.7677 4.7320
P 2.0935 -0.0484 -2.7197
Os 1.5850 0.0656 -0.6901
O -1.4986 -2.0262 2.2368
H -2.2904 -1.7375 2.7560
H 2.1084 -1.3669 -4.7417
Cl 0.5200 -1.7975 -0.1877
H 0.4534 0.7443 1.4432
H 3.0569 2.0685 -3.1351
H 4.3642 -0.8167 -2.5431
C 0.4714 0.8699 2.6027
H 3.3913 0.9116 -4.5198
H 0.5487 -0.1905 2.8736
I -2.0986 1.8012 2.3011
C 2.6356 1.2636 -3.7803
C 1.4696 1.9082 -0.5252
H 1.6983 1.5997 -4.2705
H 3.8562 -0.0703 -0.9435
C 1.5025 -1.3789 -3.8093
O 1.2522 3.0671 -0.4226
H 0.4922 -1.0523 -4.0643
H 1.4489 1.3569 2.7349
C -0.5577 1.4758 3.5618
H 3.3987 -1.8250 -1.3506
C 3.6088 -0.8129 -1.7716
```

Calculated values
HOMO energy (spin up / spin down): -20.27 / -20.23 eV
total charge: +3
ΔE to the lowest compared entry with this formula, charge and spin: 0.000 eV
HOMO-LUMO gap (spin up / spin down): 7.143 / 5.102 eV
multiplicity: 5

(4)
A cluster of 2 separate species, C6H14ClN4O6PS in total in a non-equilibrium geometry, computed with wB97M-V/def2-TZVPD.

The geometry in XYZ format:
```
33
Properties=species:S:1:pos:R:3
H 0.7280 3.7951 -2.5389
H 3.4519 -1.8605 -0.0817
C 3.1037 -0.0284 -1.4804
H 3.3872 -0.6885 -2.4039
H -0.0532 2.7906 -1.1428
H -2.0926 1.0448 -0.1670
N 0.1452 -0.8795 -1.3549
C -1.5937 0.1155 0.3900
C 0.7458 1.5293 -2.9496
O -3.8573 -2.4334 4.9367
H 1.7014 1.8184 -3.5646
P 1.2714 0.5014 -1.4078
O -2.9943 -0.2580 5.2967
H 3.7443 0.9746 -1.5753
H 4.5622 -0.2878 0.3541
O -1.6000 -1.9527 4.4077
N -0.9901 -0.8934 -0.5608
O -3.3443 -1.0427 3.0902
O -0.0296 -0.4182 2.7184
H 2.7042 -0.3117 0.7541
O -1.2039 1.8152 2.6054
H -0.0208 0.8722 -3.5798
C 0.0075 2.8967 -2.3306
H -2.4987 -0.4418 0.9335
Cl -2.9490 -1.4217 4.4329
H 0.7268 1.3441 1.3011
N -0.8329 -2.8656 -1.8229
C -1.7318 -2.1929 -0.8028
N 0.2756 -2.0456 -2.1159
C 3.5229 -0.6907 -0.0213
H -1.0830 3.0293 -2.7332
S -0.4538 0.7254 1.7435
H -2.7490 -2.5393 -0.3299
```

Calculated values
HOMO energy: -7.78 eV
total charge: 0
HOMO-LUMO gap: 4.520 eV
multiplicity: 1

(5)
A structure of composition C6H14ClNO13PS4, computed with wB97M-V/def2-TZVPD.

The geometry in XYZ format:
```
40
Properties=species:S:1:pos:R:3
C -1.5706 4.1134 2.0324
H 4.0620 -6.3260 1.2086
H -2.7605 1.0224 -2.9792
Cl 0.6981 -1.4508 1.8014
S 4.5533 -3.3314 2.7244
O -1.2691 0.9396 1.0407
H 6.2931 -5.4301 1.6528
C 4.1828 -5.2470 1.1663
O -5.2661 0.7043 -5.0459
S -5.3502 -0.0354 -3.8345
O -0.5060 0.2928 -1.2046
H 3.2381 -0.3546 -0.1896
H 3.5608 -4.8305 0.3726
H 0.4635 4.5194 1.4035
S -0.2358 1.0178 0.0211
O 3.7719 -4.6919 2.4219
H -2.5852 -0.3536 -1.8781
H -4.2063 1.6996 -1.1549
H -0.7244 5.6703 0.7562
O 5.1923 -3.4656 3.9841
O 3.7277 -2.2233 2.4244
O 2.2839 -0.3807 -0.3373
C 5.6317 -4.8152 1.0396
C -0.5491 4.6278 1.0198
H -4.8118 0.0346 -0.9233
S -0.5677 3.7226 -0.5236
P 1.5623 0.2402 0.9990
C -3.2928 0.2256 -2.4614
H -1.7067 3.0374 1.9287
H -2.5395 4.5832 1.8716
O -5.4855 0.9930 -2.6303
H -1.2273 4.3117 3.0484
O -6.3228 -1.0670 -3.7115
O -1.9429 3.3594 -0.7995
C -4.4471 0.7626 -1.6489
H 5.9850 -4.7961 0.0125
O 5.6303 -3.4755 1.5468
N 0.3715 2.4544 -0.2336
O -3.9391 -0.6317 -3.4391
O 0.0980 4.5745 -1.4813
```

Calculated values
HOMO energy: -6.21 eV
total charge: -1
HOMO-LUMO gap: 8.035 eV
multiplicity: 1

(6)
A structure of composition C6H14ClNdO2Os in a non-equilibrium geometry, computed with wB97M-V/def2-TZVPD.

The geometry in XYZ format:
```
25
Properties=species:S:1:pos:R:3
H 2.3834 0.8579 -4.1300
H -1.6188 0.7877 -3.9945
H 1.5028 -2.0415 -1.4452
Os 0.5460 0.0378 -2.6790
C -0.8247 0.0408 -4.1398
H 0.3878 2.4394 4.3873
H 2.6079 1.7209 -2.5626
H -0.6535 0.9670 4.4727
C 0.0537 2.4762 1.9006
H -1.2510 -0.9681 -4.2520
H -0.3514 -2.1662 -1.5774
H -0.2543 0.2975 -5.0538
Nd 0.3020 0.4250 0.5787
H 3.1376 -0.0222 -2.7506
C 0.5658 -1.6142 -1.8578
O 0.3028 1.2838 2.6978
C 2.4048 0.7484 -3.0316
H 1.1325 0.7999 4.4636
H -2.2944 -0.7499 -0.0781
H -2.5340 0.7816 0.8004
C 0.2886 1.3910 4.1266
C -1.9504 -0.1529 0.7769
O -0.0878 3.5441 2.4221
H -2.1590 -0.7124 1.7076
Cl -0.2337 2.0996 -1.5809
```

Calculated values
HOMO energy (spin up / spin down): -5.87 / -7.70 eV
total charge: 0
HOMO-LUMO gap (spin up / spin down): 5.354 / 5.312 eV
multiplicity: 8

(7)
A cluster of 2 separate species, C6H14ClPS2 in total in a non-equilibrium geometry, computed with wB97M-V/def2-TZVPD.

The geometry in XYZ format:
```
24
Properties=species:S:1:pos:R:3
H 2.4918 2.8014 2.6269
C 1.4850 0.3338 1.6698
C -1.2345 -0.9515 -2.8992
H -0.9640 -2.7870 -3.9842
H 0.2871 -0.4548 3.2835
S -2.8920 -1.0135 -0.4162
C -0.9357 -2.4410 -2.9525
C 0.5330 -0.7023 2.2534
H 0.0512 -2.6486 -2.5449
H -2.2409 -0.7380 -3.2731
H 2.6192 2.7560 0.8729
H 1.7003 0.0658 0.6282
H -0.5187 -0.3977 -3.5138
S -0.6578 2.0321 1.5610
Cl -1.5865 1.6596 -1.6763
C 1.9146 2.8417 1.7013
H -1.6714 -3.0014 -2.3802
H -2.6678 -0.5499 0.8099
H 2.4360 0.3268 2.2093
H -0.3867 -0.7269 1.6772
P -1.0839 -0.2390 -1.1787
H 1.4058 3.8000 1.6410
H 0.9839 -1.6889 2.2277
C 0.9322 1.7235 1.6571
```

Calculated values
HOMO energy: -8.45 eV
total charge: 0
ΔE to the lowest compared entry with this formula, charge and spin: 0.000 eV
HOMO-LUMO gap: 8.683 eV
structure (SMILES): CCC(C)=S.CCP(S)Cl
multiplicity: 1

(8)
A structure of composition C6H14CuIN2O2 in a non-equilibrium geometry, computed with wB97M-V/def2-TZVPD.

The geometry in XYZ format:
```
26
Properties=species:S:1:pos:R:3
H 3.6073 3.9543 2.0697
C -2.4231 -2.3648 -1.5730
H -0.3441 -1.9866 -1.1938
H -4.8483 -3.0192 -0.4848
N -2.8532 -2.4433 -0.2878
H 3.2701 2.2371 -1.0934
C 2.5126 1.5028 -0.8567
H -4.2413 -3.1020 1.1463
I -0.7629 -0.5938 2.1048
H -1.3410 -0.5055 -1.5492
H 3.5192 3.9706 0.2972
H -2.3551 -1.9401 0.4225
N 1.7355 1.8259 0.3242
C 3.4490 3.3434 1.1833
H 4.3346 2.7000 1.2014
Cu -0.1587 1.6884 3.5873
H -3.7535 -4.3245 -0.1128
O -2.9433 -2.9821 -2.4793
H -0.8193 -1.5040 -2.8191
H 2.9840 0.5211 -0.7373
C -3.9714 -3.2813 0.1108
H 1.8804 1.3512 -1.7320
H 1.0160 1.1562 0.5503
C 2.1626 2.5965 1.3337
O 1.4999 2.7614 2.3759
C -1.1559 -1.5618 -1.7881
```

Calculated values
HOMO energy (spin up / spin down): -12.20 / -12.11 eV
total charge: +1
ΔE to the lowest compared entry with this formula, charge and spin: 0.461 eV
HOMO-LUMO gap (spin up / spin down): 7.209 / 3.743 eV
multiplicity: 2

(9)
A structure of composition C6H14EuO3 in a non-equilibrium geometry, computed with wB97M-V/def2-TZVPD.

The geometry in XYZ format:
```
24
Properties=species:S:1:pos:R:3
C 1.8326 2.1763 3.3207
H 1.1597 4.1189 2.6063
H -2.8276 -4.0322 -2.2971
O 0.2893 -0.4439 0.3799
H 2.7916 3.6637 2.0552
H -1.8350 -1.9830 -3.4831
H 1.1529 2.1391 4.1864
C 2.0913 3.6160 2.9011
O -1.6689 -3.7130 -0.6030
H -0.3728 0.2611 -2.8032
H -1.6706 0.3666 -1.5776
H 2.5311 4.2044 3.7204
C -1.8717 -3.5800 -1.9741
C 0.3237 0.3172 -0.7446
C -1.9090 -2.1113 -2.3941
H 2.7638 1.6858 3.6431
H 0.3108 1.3956 -0.5053
H 1.3739 0.1673 -1.1190
O -0.7810 -1.4890 -1.7559
H 1.3809 1.5340 2.4907
C -0.6910 -0.0812 -1.8095
H -1.0719 -4.0844 -2.5524
Eu -0.4794 -2.5100 0.3393
H -2.8226 -1.6181 -2.0244
```

Calculated values
HOMO energy (spin up / spin down): -10.94 / -13.18 eV
total charge: +1
ΔE to the lowest compared entry with this formula, charge and spin: 0.000 eV
HOMO-LUMO gap (spin up / spin down): 7.201 / 5.798 eV
multiplicity: 9

Let's list electronic energy in order: -89702.76310 -64085.55400 -44933.71495 -57321.40962 -99709.99450 -40801.72622 -49931.63961 -66257.34626 -31910.81176 eV.